C2H5N3O3 | the ωB97M-V functional and the def2-TZVPD basis

Last column: Mulliken charge in e.
Element x y z (Å)
O (1.8645, -0.2292, -0.3833)  -0.633
O (-1.6530, -1.3537, -0.3967)  -0.304
O (-0.1452, 0.9414, -0.4134)  -0.358
N (-0.5977, 0.2224, 0.7431)  0.636
N (-1.2887, -0.8472, 0.7066)  -0.247
N (0.9593, 0.0172, -1.1405)  0.586
C (-0.1588, 0.6103, 2.0405)  -0.809
C (0.5923, -0.2961, -2.2646)  -0.320
H (1.1500, -1.0641, -2.9838)  0.249
H (0.7538, 1.1037, 1.8902)  0.325
H (-0.3608, -0.0404, -2.7465)  0.271
H (-0.0561, -0.2703, 2.5554)  0.315
H (-1.0594, 1.2060, 2.3930)  0.288

The value obtained for the energy above the lowest of the compared OMol25 structures with the same formula, charge and spin is 2.569 eV. Its lowest unoccupied orbital energy (alpha / beta) is 0.6536 / -1.7598 eV. Its multiplicity is 3. Its expectation value of S² is 2.016. As for the gap between HOMO and LUMO (alpha / beta): 7.541 / 8.000 eV.